Model P:
ORCA calculation (ωB97M-V/def2-TZVPD) on a 2-piece molecular cluster, C3H8N2O2S overall.

* frontier orbital gap: 9.826 eV
* LUMO: 0.00887 Ha
* charge: 0
* molecular weight: 136.18 g/mol

```
16
C3H8N2O2S (ωB97M-V/def2-TZVPD)
H 1.897 1.993 1.190
N 1.305 1.235 1.549
C 0.622 0.668 0.674
C -0.339 -0.377 1.280
N -1.741 0.097 1.079
C 0.436 0.947 -0.825
O 1.452 1.239 -1.454
O -0.678 0.623 -1.410
H -0.018 -0.506 2.334
H -0.125 -1.262 0.498
H -1.813 0.807 1.824
H -2.430 -0.703 1.266
H -1.328 0.267 -0.638
S 1.080 -2.313 -2.679
H 1.597 -1.288 -2.075
H 0.083 -1.428 -2.614
```

Model Q:
ORCA calculation (ωB97M-V/def2-TZVPD) on C3H8N2O2S as an isolated structure.

* frontier orbital gap: 10.107 eV
* LUMO: 0.00903 Ha
* charge: 0
* molecular weight: 136.18 g/mol

```
16
C3H8N2O2S (ωB97M-V/def2-TZVPD)
C 0.919 1.224 -0.803
C -0.131 1.952 -1.556
C 0.186 -1.293 1.987
N -0.408 1.365 -0.265
N -1.225 -0.269 -0.384
O -1.086 -2.695 0.095
O 1.049 -1.483 -0.552
S -0.226 -1.502 0.177
H 1.225 0.209 -1.061
H 1.631 1.942 -0.299
H -0.105 3.108 -1.669
H -0.627 1.561 -2.372
H -0.664 -1.935 2.300
H 1.195 -1.732 2.009
H 0.352 -0.245 2.329
H -2.085 -0.206 0.065
```

Most stable structure - model P; separation to the second - 0.1326 hartree.

Model P:
ORCA calculation (ωB97M-V/def2-TZVPD) on C3H8N2O2S as an isolated structure.

* frontier orbital gap: 9.860 eV
* LUMO: 0.01973 Ha
* charge: 0
* molecular weight: 136.18 g/mol

```
16
C3H8N2O2S (ωB97M-V/def2-TZVPD)
C 3.009 0.934 -0.588
C 1.467 -0.592 0.802
C -1.386 -0.437 -0.080
H 2.881 2.028 -1.213
H 2.911 -0.010 -1.370
H 4.154 0.956 -0.125
H 1.007 -0.408 1.822
H 2.055 -1.557 0.921
H -0.219 1.271 0.331
H -3.139 1.573 -0.587
H -2.628 2.241 1.146
N -1.253 0.847 0.032
N -2.342 1.905 -0.054
O 1.877 0.781 0.420
O -2.465 -1.140 -0.129
S 0.269 -1.370 -0.244
```

Model Q:
ORCA calculation (ωB97M-V/def2-TZVPD) on an isolated molecule of C3H8N2O2S.

* frontier orbital gap: 9.565 eV
* LUMO: 0.02562 Ha
* charge: 0
* molecular weight: 136.18 g/mol

```
16
C3H8N2O2S (ωB97M-V/def2-TZVPD)
H -0.088 -1.758 -1.167
N 0.913 -1.413 -1.072
C 1.183 -0.622 -0.131
N 2.397 0.111 -0.037
O 1.849 1.399 0.004
O 0.443 -0.361 1.089
C -0.948 -0.749 1.122
S -1.864 -0.244 -0.360
C -1.716 1.611 -0.356
H 2.729 0.010 -1.069
H 2.017 1.719 0.964
H -1.344 -0.474 2.066
H -1.167 -1.828 1.018
H -2.352 1.772 0.621
H -1.983 1.958 -1.371
H -0.613 1.888 -0.087
```

Most stable structure - model Q; separation to the second - 0.0521 hartree.

Model P:
ORCA calculation (ωB97M-V/def2-TZVPD) on an isolated ion of composition C3H6NOS and charge +1.

* frontier orbital gap: 10.341 eV
* LUMO: -0.20682 Ha
* charge: +1
* molecular weight: 104.15 g/mol

```
12
C3H6NOS (ωB97M-V/def2-TZVPD)
C -0.228 -0.135 -1.317
N -0.943 0.068 0.053
C -0.146 0.141 1.244
S -2.369 1.138 0.080
C -2.196 -0.515 -0.082
O -2.623 -1.572 -0.125
H 0.908 -0.137 -1.047
H -0.493 -1.193 -1.761
H -0.572 0.681 -1.946
H 0.637 0.864 1.450
H -0.822 0.033 2.189
H 0.448 -0.792 1.395
```

Model Q:
ORCA calculation (ωB97M-V/def2-TZVPD) on a 2-piece molecular cluster, C3H6NOS overall.

* frontier orbital gap: 8.657 eV
* LUMO: -0.20796 Ha
* charge: +1
* molecular weight: 104.15 g/mol

```
12
C3H6NOS (ωB97M-V/def2-TZVPD)
C -0.230 -1.089 -0.648
C -1.365 -1.486 0.090
C -0.257 0.276 -0.890
N 1.393 1.295 0.788
O -2.186 -0.487 0.422
S -1.735 0.965 -0.206
H 0.436 -1.689 -1.156
H -1.649 -2.370 0.573
H 0.320 0.796 -1.621
H 1.524 2.072 1.359
H 2.072 1.251 0.056
H 1.677 0.467 1.233
```

Most stable structure - model Q; separation to the second - 0.0575 hartree.

Model P:
ORCA calculation (ωB97M-V/def2-TZVPD) on an isolated molecule of C5H6ClNO2S.

* frontier orbital gap: 6.362 eV
* LUMO: -0.06773 Ha
* charge: 0
* molecular weight: 179.63 g/mol

```
16
C5H6ClNO2S (ωB97M-V/def2-TZVPD)
C 0.822 1.022 -0.044
C 1.548 -2.124 -0.179
C -0.347 0.014 0.129
C -1.069 -0.222 -1.175
C -1.259 0.445 1.255
N 1.974 0.558 0.344
O 0.450 2.115 -0.457
O 2.428 -2.562 -0.777
S 0.312 -1.738 0.734
Cl 3.336 1.554 0.112
H -0.450 -0.770 -1.885
H -1.282 0.758 -1.607
H -2.009 -0.752 -1.029
H -2.065 -0.270 1.408
H -1.689 1.408 0.991
H -0.698 0.565 2.180
```

Model Q:
ORCA calculation (ωB97M-V/def2-TZVPD) on an isolated molecule of C5H6ClNO2S.

* frontier orbital gap: 8.968 eV
* LUMO: -0.02854 Ha
* charge: 0
* molecular weight: 179.63 g/mol

```
16
C5H6ClNO2S (ωB97M-V/def2-TZVPD)
C -1.840 0.549 -1.533
C -0.760 1.210 -1.940
C -1.595 -0.196 -0.223
C 1.697 -0.894 1.373
C 0.257 -0.439 1.548
N -0.256 -0.110 0.166
O -2.433 -0.752 0.452
O 1.789 0.569 -1.739
S 0.810 1.329 -0.977
Cl -0.690 2.183 -3.376
H -2.726 0.313 -2.054
H 2.136 -0.118 0.876
H 2.153 -1.047 2.441
H 1.669 -1.865 0.866
H -0.473 -1.200 1.990
H 0.262 0.468 2.129
```

Most stable structure - model Q; separation to the second - 0.0135 hartree.

Model P:
ORCA calculation (ωB97M-V/def2-TZVPD) on C29H31BrFMnO2PS2Si as an isolated structure.

* frontier orbital gap (spin up / spin down): 7.582 / 7.464 eV
* LUMO (spin up / spin down): 0.08334 / 0.09872 Ha
* 2S+1: 3
* charge: -1
* molecular weight: 688.60 g/mol

```
69
C29H31BrFMnO2PS2Si (ωB97M-V/def2-TZVPD)
Mn 0.118 -1.048 -1.058
C -1.880 -2.515 -6.482
C -0.583 -2.150 -5.778
O -0.743 -1.072 -4.878
P -1.392 -1.326 -3.396
S -0.958 0.377 -2.447
S -1.008 -3.131 -2.732
O -3.000 -1.342 -3.695
C -3.688 -0.164 -4.056
C -4.475 0.365 -2.869
H -1.682 -3.270 -7.240
H -2.315 -1.636 -6.954
H -2.594 -2.917 -5.765
H 0.172 -1.814 -6.496
H -0.198 -3.024 -5.237
H -4.359 -0.435 -4.880
H -2.979 0.593 -4.417
H -5.123 -0.418 -2.479
H -5.077 1.218 -3.172
H -3.793 0.676 -2.080
F 0.096 -3.220 5.917
C -0.074 -2.910 4.599
C -0.663 -1.708 4.253
C -0.874 -1.430 2.917
C -0.498 -2.332 1.916
C -0.812 -2.088 0.504
C 0.126 -3.521 2.309
C 0.322 -3.824 3.641
H -0.955 -1.009 5.021
H -1.336 -0.497 2.636
H -1.789 -1.570 0.426
H -0.863 -3.062 -0.014
H 0.451 -4.222 1.556
H 0.761 -4.760 3.947
Br 2.164 -2.142 -1.158
C 3.058 -0.543 4.574
C 3.305 -1.291 3.435
C 2.649 -0.998 2.252
C 1.726 0.041 2.174
C 1.465 0.757 3.337
C 2.119 0.471 4.522
Si 0.922 0.546 0.473
C -0.391 1.891 1.012
C 0.022 3.128 1.496
C -0.890 4.082 1.916
C -2.248 3.821 1.859
C -2.682 2.599 1.374
C -1.759 1.654 0.960
C 2.293 1.750 -0.222
C 3.390 2.131 0.547
C 4.317 3.040 0.069
C 4.174 3.582 -1.196
C 3.102 3.199 -1.984
C 2.174 2.297 -1.497
H 3.601 -0.738 5.490
H 4.017 -2.105 3.462
H 2.869 -1.581 1.373
H 0.750 1.565 3.312
H 1.899 1.046 5.413
H 1.077 3.350 1.549
H -0.540 5.029 2.307
H -2.966 4.568 2.171
H -3.742 2.380 1.325
H -2.106 0.701 0.584
H 3.509 1.709 1.535
H 5.158 3.330 0.686
H 4.898 4.295 -1.570
H 2.993 3.610 -2.980
H 1.333 2.016 -2.116
```

Model Q:
ORCA calculation (ωB97M-V/def2-TZVPD) on C29H31BrFMnO2PS2Si as an isolated structure.

* frontier orbital gap (spin up / spin down): 7.449 / 7.037 eV
* LUMO (spin up / spin down): 0.09273 / 0.09613 Ha
* 2S+1: 3
* charge: -1
* molecular weight: 688.60 g/mol

```
69
C29H31BrFMnO2PS2Si (ωB97M-V/def2-TZVPD)
Mn -0.216 0.122 0.839
C 5.669 0.506 2.806
C 4.625 1.459 2.262
O 3.351 1.224 2.875
P 2.220 0.379 2.097
S 0.584 0.386 3.169
S 1.940 0.985 0.229
O 2.868 -1.095 1.965
C 2.859 -1.999 3.086
C 1.845 -3.095 2.844
H 6.650 0.748 2.393
H 5.426 -0.521 2.536
H 5.724 0.579 3.893
H 4.537 1.370 1.176
H 4.879 2.495 2.492
H 2.633 -1.451 4.003
H 3.873 -2.397 3.163
H 0.838 -2.680 2.786
H 1.881 -3.824 3.656
H 2.064 -3.608 1.906
F -5.345 -1.236 -3.809
C -4.145 -1.052 -3.189
C -3.699 -2.006 -2.297
C -2.484 -1.806 -1.660
C -1.711 -0.663 -1.890
C -0.449 -0.411 -1.157
C -2.189 0.253 -2.833
C -3.404 0.074 -3.478
H -4.301 -2.885 -2.103
H -2.142 -2.534 -0.935
H 0.211 0.222 -1.754
H 0.081 -1.363 -0.973
H -1.602 1.133 -3.062
H -3.775 0.799 -4.192
Br -1.913 -1.388 1.649
C -0.256 5.106 3.856
C -1.103 4.045 4.155
C -1.494 3.170 3.156
C -1.067 3.331 1.834
C -0.224 4.404 1.556
C 0.183 5.281 2.553
Si -1.572 2.060 0.522
C -3.455 1.883 0.693
C -4.139 0.809 0.120
C -5.525 0.758 0.109
C -6.266 1.783 0.684
C -5.608 2.854 1.269
C -4.219 2.901 1.267
C -1.370 2.946 -1.155
C -2.487 3.427 -1.842
C -2.372 4.034 -3.085
C -1.125 4.184 -3.674
C 0.002 3.734 -3.002
C -0.124 3.125 -1.761
H 0.061 5.788 4.636
H -1.448 3.894 5.171
H -2.140 2.334 3.409
H 0.124 4.564 0.541
H 0.845 6.104 2.309
H -3.583 -0.011 -0.316
H -6.024 -0.087 -0.350
H -7.349 1.743 0.679
H -6.174 3.658 1.725
H -3.724 3.754 1.720
H -3.474 3.301 -1.412
H -3.261 4.380 -3.600
H -1.032 4.648 -4.649
H 0.983 3.849 -3.449
H 0.767 2.772 -1.260
```

Most stable structure - model Q; separation to the second - 0.0281 hartree.

Model P:
ORCA calculation (ωB97M-V/def2-TZVPD) on an isolated molecule of C2H2N2OS.

* frontier orbital gap (spin up / spin down): 8.893 / 8.894 eV
* LUMO (spin up / spin down): 0.00775 / 0.00776 Ha
* charge: 0
* molecular weight: 102.12 g/mol

```
8
C2H2N2OS (ωB97M-V/def2-TZVPD)
C -0.850 1.122 -0.025
C 0.082 -1.115 0.097
N 0.426 1.159 0.011
N 0.963 -0.102 -0.039
O 2.160 -0.345 -0.115
S -1.519 -0.480 -0.088
H -1.433 1.943 -0.091
H 0.170 -2.181 0.251
```

Model Q:
ORCA calculation (ωB97M-V/def2-TZVPD) on a 2-piece molecular cluster, C2H2N2OS overall.

* frontier orbital gap: 8.496 eV
* LUMO: -0.00844 Ha
* charge: 0
* molecular weight: 102.12 g/mol

```
8
C2H2N2OS (ωB97M-V/def2-TZVPD)
N -3.088 1.596 0.669
N -3.820 0.944 0.199
O -4.580 0.270 -0.315
C -0.013 -0.368 -0.158
C -0.830 -1.357 -0.409
S -1.865 -2.412 -0.918
H 0.963 -0.268 -0.509
H -0.290 0.510 0.514
```

Most stable structure - model P; separation to the second - 0.0096 hartree.